Computed, not measured: a 2-piece molecular cluster, C4H10N3O2 overall at a distorted geometry, with the ωB97M-V functional and the def2-TZVPD basis.

Summary:
Multiplicity: 1
HOMO energy (spin up / spin down) (eV): -10.84 / -10.03
Total charge: +1
E_LUMO (spin up / spin down) (eV): -5.28 / -6.40
Orbital gap (spin up / spin down) (Eh): 0.2044 / 0.1333
ΔE to the lowest compared entry with this formula, charge and spin (kcal/mol): 98.3

Each atom is followed by the atoms it is bonded to, with distances in Å.
Geometry (Å):
1 N -2.11016 1.11819 2.00780  C4 1.254, H14 1.007, H17 0.958
2 H 2.49201 1.11071 0.94390  O19 0.963
3 H 0.72566 -1.77194 0.13238  N10 0.942
4 C -0.85618 1.10841 1.99982  N1 1.254, O7 1.171
5 H 0.01391 -3.52840 -0.94810  C12 1.079
6 H -0.25477 0.32369 -1.85314  C13 1.093
7 O 0.14543 0.81607 2.53151  C4 1.171
8 H 0.50612 -2.80214 -2.50261  C12 1.101
9 H 1.53524 2.68734 -0.34317  N16 0.980
10 N 0.34167 -1.55682 -0.70054  H3 0.942, C12 1.446, C13 1.418
11 C 0.89381 0.75449 -0.26049  C13 1.368, N16 1.344, O19 1.434
12 C -0.05078 -2.64647 -1.56596  H5 1.079, H8 1.101, N10 1.446, H18 1.070
13 C 0.25611 -0.18030 -1.02918  H6 1.093, N10 1.418, C11 1.368
14 H -2.68569 1.26557 1.19531  N1 1.007
15 H -0.06275 2.56963 -0.77608  N16 1.027
16 N 0.79849 2.06839 -0.52650  H9 0.980, C11 1.344, H15 1.027
17 H -2.50658 0.82735 2.83006  N1 0.958
18 H -1.08523 -2.55619 -1.82531  C12 1.070
19 O 1.90368 0.39240 0.69030  H2 0.963, C11 1.434

Here are the Löwdin charges for atoms 1 to 2, given in e: atom 1 (N): 0.268, atom 2 (H): 0.109